[1]
The following is a quantum chemistry calculation of C22H12BrCl2N3O3Sc as an isolated structure, from OMol25.

- Kohn-Sham gap (eV) = 6.30
- ΔE to the lowest compared entry with this formula, charge and spin (kcal per mole) = 2.5
- total charge = +1
- largest force on an atom (eV Å⁻¹) = 0.557
- multiplicity = 1
- DFT total energy (Eh) = -5490.565414

Last column: natural (NBO) charge in e.
Positions of all 44 atoms, in Å:
Sc 1.899 1.131 0.718  2.13
Br -5.466 -1.226 1.157  0.09
C -4.742 -0.937 -0.565  -0.08
C -4.689 -1.987 -1.472  -0.23
C -4.160 -1.763 -2.731  -0.22
C -3.639 -0.514 -3.056  0.11
C -3.732 0.543 -2.158  -0.24
C -4.293 0.330 -0.910  -0.22
N -3.125 -0.377 -4.370  -0.10
N -2.056 0.188 -4.599  -0.11
C -1.241 0.725 -3.558  0.06
C -0.908 2.054 -3.594  -0.19
C -0.091 2.637 -2.609  -0.24
C 0.428 1.860 -1.605  0.35
O 1.216 2.307 -0.615  -0.85
C 0.155 0.465 -1.599  0.08
N 0.752 -0.262 -0.600  -0.61
C 0.553 -1.571 -0.556  0.11
C -0.225 -2.242 -1.505  -0.27
C -0.828 -1.527 -2.510  -0.08
C -0.668 -0.129 -2.574  -0.04
H -5.076 -2.959 -1.203  0.24
H -4.145 -2.551 -3.472  0.24
H -3.393 1.534 -2.430  0.23
H -4.387 1.146 -0.208  0.23
H -1.309 2.672 -4.386  0.25
H 0.134 3.694 -2.638  0.24
H 1.036 -2.106 0.254  0.22
H -0.335 -3.314 -1.438  0.25
H -1.415 -2.035 -3.263  0.24
Cl 5.556 -0.076 7.042  0.06
C 4.655 -0.067 5.573  -0.08
C 4.163 -1.278 5.068  -0.14
C 3.438 -1.314 3.898  -0.14
Cl 2.839 -2.807 3.291  0.06
C 3.170 -0.137 3.176  0.47
O 2.481 -0.164 2.066  -0.85
C 3.680 1.084 3.701  -0.30
C 3.468 2.322 3.033  0.47
O 2.845 2.485 1.956  -0.71
C 4.420 1.103 4.903  -0.13
H 4.355 -2.198 5.604  0.26
H 3.885 3.220 3.501  0.18
H 4.798 2.041 5.288  0.24

=====

[2]
The following is a quantum chemistry calculation of a 2-piece molecular cluster, C5H13N overall in a non-equilibrium geometry, from OMol25.

- Kohn-Sham gap (eV) = 5.55
- ΔE to the lowest compared entry with this formula, charge and spin (kcal per mole) = 186.0
- total charge = 0
- largest force on an atom (eV Å⁻¹) = 2.994
- multiplicity = 1
- DFT total energy (Eh) = -252.766605

Last column: natural (NBO) charge in e.
Positions of all 19 atoms, in Å:
C 2.136 -0.127 0.985  -0.62
C 1.930 -0.007 -0.530  -0.47
C 0.536 0.366 -0.937  -0.09
C -0.561 -0.587 -0.598  -0.40
N -1.337 -0.353 0.606  -0.40
C -1.455 1.087 0.798  -0.45
H 1.608 0.692 1.484  0.21
H 3.172 -0.099 1.313  0.22
H 1.636 -1.044 1.310  0.22
H 2.850 0.322 -1.002  0.23
H 1.588 -0.944 -1.046  0.25
H -1.244 -0.718 -1.446  0.27
H 0.421 0.957 -1.842  0.20
H -3.846 -0.960 -0.751  -0.04
H -0.170 -1.598 -0.360  0.18
H -3.185 -0.971 -0.396  0.02
H -0.354 0.949 1.132  0.25
H -1.404 1.670 -0.107  0.18
H -2.320 1.366 1.388  0.22

=====

[3]
The following is a quantum chemistry calculation of a 3-piece molecular cluster, C33H71B2N6O12P2S overall in a non-equilibrium geometry, from OMol25.

- Kohn-Sham gap (eV) = 8.29
- total charge = +1
- largest force on an atom (eV Å⁻¹) = 6.690
- multiplicity = 1
- DFT total energy (Eh) = -3662.084627

Last column: Mulliken charge in e.
Positions of all 127 atoms, in Å:
C -0.662 4.518 2.920  -1.11
C 0.472 4.327 1.874  0.63
S 2.050 5.013 2.472  -0.20
C 3.220 3.636 2.284  -0.52
N 3.419 3.196 0.882  0.51
C 3.472 4.251 -0.137  -1.68
O 2.217 4.477 -0.747  0.04
C 2.268 5.729 -1.396  0.24
C 2.145 6.895 -0.650  -0.05
C 2.217 8.158 -1.212  0.42
C 2.121 9.397 -0.352  -1.55
C 2.410 8.280 -2.587  -1.10
C 2.529 7.120 -3.339  -0.69
C 2.465 5.845 -2.777  -0.08
C 2.614 4.631 -3.688  2.86
C 4.077 4.100 -3.713  -1.23
C 2.214 4.929 -5.143  -1.94
C 3.577 1.931 0.585  -0.55
N 3.772 1.497 -0.693  0.00
C 2.583 1.472 -1.557  0.86
C 2.618 0.254 -2.445  0.31
O 3.470 -0.586 -2.312  -0.60
N 1.659 0.098 -3.469  0.01
C 0.473 0.940 -3.267  -0.73
C 2.250 0.394 -4.780  -0.90
N 3.598 1.013 1.639  0.42
B 5.016 0.644 2.042  0.25
N 5.865 -0.277 1.334  -0.48
O 5.516 1.296 3.169  -0.66
B 2.718 -0.140 1.438  0.47
O 1.532 -0.032 0.758  -0.14
N 3.114 -1.410 2.037  -0.06
C 2.805 -2.546 1.157  -1.26
C 2.529 -1.566 3.373  -1.05
H -1.029 3.547 3.255  0.20
H -0.321 5.098 3.776  0.37
H -1.518 5.025 2.474  0.35
H 0.573 3.265 1.648  -0.34
H 0.170 4.877 0.985  0.20
H 2.855 2.841 2.921  0.36
H 4.169 4.048 2.628  0.40
H 4.176 3.964 -0.921  0.42
H 3.894 5.147 0.321  0.78
H 1.991 6.835 0.422  0.04
H 2.025 9.149 0.704  0.34
H 3.069 9.941 -0.434  0.35
H 1.341 10.075 -0.695  0.36
H 2.468 9.266 -3.029  0.43
H 2.705 7.256 -4.397  0.28
H 1.923 3.863 -3.336  -0.88
H 4.645 4.403 -2.835  0.36
H 4.583 4.528 -4.580  0.49
H 4.081 3.018 -3.861  0.19
H 2.179 4.033 -5.763  0.36
H 2.977 5.571 -5.593  0.43
H 1.292 5.509 -5.203  0.45
H 4.282 0.618 -0.731  0.53
H 1.644 1.557 -1.012  0.07
H 2.600 2.350 -2.204  -0.63
H 0.682 2.009 -3.394  0.08
H -0.238 0.684 -4.057  0.42
H -0.041 0.726 -2.331  0.27
H 2.356 1.471 -4.967  0.16
H 1.567 0.026 -5.550  0.40
H 3.184 -0.150 -4.898  0.36
H 6.005 0.030 0.372  0.28
H 6.794 -0.197 1.741  0.26
H 6.180 1.932 2.883  0.32
H 0.860 -0.633 1.099  0.04
H 2.843 -2.318 0.092  0.29
H 3.557 -3.322 1.340  0.33
H 1.849 -3.003 1.446  0.53
H 2.908 -0.749 3.999  0.32
H 2.860 -2.480 3.867  0.36
H 1.431 -1.486 3.391  0.25
O -2.223 -2.399 2.531  -0.63
P -3.524 -1.683 2.579  1.43
O -3.175 -0.171 3.064  -0.55
C -2.400 0.671 2.214  0.25
C -3.277 1.415 1.224  -1.23
O -4.138 -2.259 3.988  -0.44
C -3.918 -3.623 4.366  0.03
C -3.001 -3.685 5.567  -1.34
O -4.993 -1.307 2.018  -0.39
C -5.976 -2.356 1.852  -0.12
C -7.141 -2.065 2.768  -1.26
H -1.635 0.085 1.692  0.03
H -1.887 1.383 2.863  0.11
H -3.747 0.722 0.524  0.32
H -2.691 2.137 0.651  0.38
H -4.079 1.939 1.742  0.32
H -3.511 -4.203 3.537  0.13
H -4.893 -4.050 4.619  0.34
H -2.040 -3.222 5.343  0.24
H -2.831 -4.718 5.874  0.40
H -3.436 -3.138 6.404  0.34
H -5.549 -3.340 2.056  0.15
H -6.302 -2.345 0.812  0.44
H -6.822 -2.064 3.810  0.27
H -7.927 -2.809 2.641  0.38
H -7.551 -1.076 2.559  0.34
O -4.100 -5.011 -2.188  -0.77
P -3.374 -5.942 -1.288  1.18
O -1.799 -5.630 -1.497  -0.33
C -1.287 -4.358 -1.099  -0.52
C -0.891 -4.358 0.365  0.07
O -3.494 -7.346 -2.134  -0.42
C -4.685 -7.645 -2.871  -0.24
C -4.398 -7.606 -4.355  -1.32
O -3.165 -6.742 0.109  -0.27
C -4.197 -7.644 0.566  -0.23
C -3.621 -9.038 0.621  -1.23
H -2.022 -3.573 -1.302  0.28
H -0.414 -4.162 -1.722  0.31
H -1.765 -4.488 1.003  -0.10
H -0.406 -3.422 0.642  -0.24
H -0.215 -5.187 0.581  0.41
H -5.492 -6.958 -2.614  0.39
H -5.003 -8.650 -2.578  0.34
H -4.037 -6.622 -4.653  0.29
H -5.294 -7.841 -4.931  0.39
H -3.619 -8.327 -4.609  0.31
H -5.076 -7.605 -0.080  0.29
H -4.503 -7.322 1.563  0.38
H -3.304 -9.364 -0.369  0.27
H -4.356 -9.745 1.005  0.39
H -2.739 -9.060 1.262  0.35

=====

[4]
The following is a quantum chemistry calculation of one molecule with the formula C4H6N2O in a non-equilibrium geometry, from OMol25.

- Kohn-Sham gap (eV) = 9.21
- SMILES = C=C1CON=CN1
- ΔE to the lowest compared entry with this formula, charge and spin (kcal per mole) = 87.2
- total charge = 0
- largest force on an atom (eV Å⁻¹) = 4.402
- multiplicity = 1
- DFT total energy (Eh) = -340.655983

Last column: natural (NBO) charge in e.
Positions of all 13 atoms, in Å:
C 2.218 0.131 -0.367  -0.46
C 0.996 0.003 0.157  0.14
C 0.236 -1.136 0.477  -0.15
O -0.997 -1.178 -0.324  -0.36
N -1.777 -0.002 -0.286  -0.16
C -1.193 1.087 0.051  0.17
N 0.224 1.128 0.301  -0.61
H 2.735 -0.760 -0.510  0.20
H 2.707 1.052 -0.726  0.21
H 0.178 -1.409 1.536  0.21
H 0.835 -1.968 0.062  0.21
H -1.725 2.098 0.030  0.21
H 0.580 2.019 0.184  0.39

=====

[5]
The following is a quantum chemistry calculation of a 2-piece molecular cluster, CH6NO overall, from OMol25.

- Kohn-Sham gap (eV) = 10.81
- ΔE to the lowest compared entry with this formula, charge and spin (kcal per mole) = 9.3
- total charge = +1
- largest force on an atom (eV Å⁻¹) = 0.561
- multiplicity = 1
- DFT total energy (Eh) = -171.412241

Last column: natural (NBO) charge in e.
Positions of all 9 atoms, in Å:
C 0.202 0.781 -0.549  0.20
N 0.817 -0.130 -1.179  -0.58
H 0.560 1.127 0.407  0.23
H -0.604 1.326 -1.010  0.24
H 0.566 -0.412 -2.120  0.44
H 1.567 -0.664 -0.758  0.44
H -1.152 -1.452 1.825  0.50
H -0.997 0.052 2.036  0.48
O -0.959 -0.629 1.346  -0.97

=====

[6]
The following is a quantum chemistry calculation of C46H51Cl2MoN5O10P2S as an isolated structure in a non-equilibrium geometry, from OMol25.

- Kohn-Sham gap (alpha / beta) (eV) = 7.63 / 7.23
- ΔE to the lowest compared entry with this formula, charge and spin (kcal per mole) = 14.6
- total charge = +2
- largest force on an atom (eV Å⁻¹) = 1.026
- multiplicity = 3
- DFT total energy (Eh) = -4878.392099

Last column: Löwdin spin population.
Positions of all 118 atoms, in Å:
Mo -0.136 1.296 -0.589  1.92
C -0.298 3.283 2.302  0.01
C -0.406 1.857 2.841  0.00
P -1.363 0.843 1.657  -0.01
C -3.074 1.350 1.967  0.00
C -3.935 1.737 0.952  0.00
C -5.248 2.096 1.231  0.00
C -5.701 2.072 2.539  0.00
C -4.852 1.663 3.564  0.00
C -3.549 1.292 3.282  0.00
C -1.336 -0.842 2.305  0.00
C -2.206 -1.791 1.761  0.00
C -2.216 -3.088 2.244  0.00
C -1.383 -3.437 3.302  0.00
C -0.553 -2.486 3.878  0.00
C -0.515 -1.192 3.373  0.00
P 0.776 3.188 0.832  0.02
C 0.744 4.812 0.037  0.00
C -0.472 5.487 -0.101  0.00
C -0.534 6.679 -0.806  0.00
C 0.616 7.200 -1.388  0.00
C 1.827 6.538 -1.249  0.00
C 1.894 5.345 -0.542  0.00
C 2.432 3.008 1.549  0.00
C 3.235 1.891 1.343  0.00
C 4.483 1.800 1.945  0.00
C 4.937 2.831 2.754  0.00
C 4.143 3.953 2.963  0.00
C 2.897 4.043 2.366  0.00
H 0.141 3.963 3.028  0.00
H -1.284 3.665 2.030  0.00
H -0.922 1.830 3.799  0.00
H 0.584 1.417 2.981  0.00
H -3.588 1.725 -0.062  0.00
H -5.918 2.382 0.429  0.00
H -6.721 2.355 2.765  0.00
H -5.212 1.625 4.584  0.00
H -2.916 0.933 4.085  0.00
H -2.917 -1.523 0.990  0.00
H -2.887 -3.817 1.809  0.00
H -1.401 -4.446 3.694  0.00
H 0.064 -2.748 4.729  0.00
H 0.141 -0.469 3.841  0.00
H -1.371 5.113 0.375  0.00
H -1.475 7.206 -0.893  0.00
H 0.568 8.130 -1.938  0.00
H 2.726 6.954 -1.686  0.00
H 2.848 4.844 -0.427  0.00
H 2.887 1.082 0.717  0.00
H 5.097 0.922 1.787  0.00
H 5.910 2.763 3.225  0.00
H 4.496 4.759 3.594  0.00
H 2.294 4.930 2.528  0.00
Cl 2.101 2.088 -1.977  0.02
C 3.600 1.139 -2.448  0.01
Cl 3.871 1.257 -4.157  0.00
H 3.425 0.118 -2.148  0.00
H 4.407 1.618 -1.908  0.00
O 1.946 -1.089 -1.269  0.01
C 1.691 -1.044 -0.089  0.01
O 0.839 -0.176 0.447  0.04
C 2.348 -1.955 0.886  0.00
C 2.517 -3.290 0.552  0.00
C 3.097 -4.125 1.481  0.00
C 3.550 -3.694 2.710  0.00
C 3.386 -2.352 2.987  0.00
C 2.786 -1.476 2.110  0.00
N 3.805 -1.835 4.311  0.00
O 4.336 -2.606 5.069  0.00
O 3.557 -0.667 4.553  0.00
N 3.216 -5.571 1.151  0.00
O 3.549 -6.315 2.042  0.00
O 2.925 -5.900 0.022  0.00
H 2.165 -3.681 -0.397  0.00
H 3.997 -4.373 3.422  0.00
H 2.675 -0.440 2.390  0.00
C -3.979 1.894 -2.416  0.00
C -2.582 2.509 -2.591  0.00
C -1.929 1.977 -3.865  0.00
C -1.711 2.432 -1.333  -0.07
H -4.499 1.939 -3.374  0.00
H -4.588 2.438 -1.694  0.00
H -3.926 0.848 -2.114  0.00
H -2.740 3.584 -2.731  -0.01
H -0.893 2.311 -3.972  0.00
H -2.480 2.349 -4.729  0.00
H -1.960 0.888 -3.909  0.00
H -2.040 3.188 -0.619  0.01
H -0.614 2.715 -1.662  0.00
C -0.116 -7.077 -1.208  0.00
C 0.737 -6.009 -1.887  0.00
S -0.156 -4.479 -2.109  0.00
O -1.577 -4.732 -2.033  0.00
O 0.431 -3.465 -1.254  0.00
C 0.175 -3.944 -3.777  0.00
C -0.991 -3.101 -4.248  0.00
N -1.223 -2.027 -3.272  0.00
C -0.381 -1.009 -3.005  0.01
N -0.786 -0.367 -1.910  0.02
C -1.938 -0.988 -1.484  0.02
C -2.199 -2.005 -2.308  0.00
N -3.405 -2.794 -2.294  0.00
O -3.767 -3.290 -3.336  0.00
O -4.022 -2.778 -1.249  0.00
C 0.791 -0.671 -3.848  0.00
H 0.469 -7.993 -1.145  0.00
H -1.026 -7.277 -1.767  0.00
H -0.396 -6.781 -0.198  0.00
H 1.067 -6.322 -2.879  0.00
H 1.608 -5.730 -1.291  0.00
H 0.321 -4.793 -4.445  0.00
H 1.099 -3.371 -3.708  0.00
H -1.912 -3.667 -4.323  0.00
H -0.767 -2.675 -5.222  0.00
H -2.518 -0.659 -0.645  0.00
H 0.602 -0.902 -4.895  0.00
H 1.677 -1.216 -3.517  0.00
H 0.999 0.393 -3.773  0.00

=====

[7]
The following is a quantum chemistry calculation of one molecule with the formula C4H7NO2, from OMol25.

- Kohn-Sham gap (eV) = 10.68
- SMILES = C[C@@H](C=O)C(N)=O
- ΔE to the lowest compared entry with this formula, charge and spin (kcal per mole) = 11.0
- total charge = 0
- largest force on an atom (eV Å⁻¹) = 0.625
- multiplicity = 1
- DFT total energy (Eh) = -361.863356

Last column: natural (NBO) charge in e.
Positions of all 14 atoms, in Å:
C 1.122 -1.103 0.522  -0.60
C 0.223 -0.205 -0.316  -0.42
C -0.852 -1.001 -1.046  0.46
O -0.888 -2.205 -1.087  -0.50
C -0.497 0.825 0.555  0.68
N -0.455 2.109 0.102  -0.82
O -1.111 0.496 1.550  -0.60
H 0.536 -1.571 1.317  0.24
H 1.559 -1.891 -0.096  0.23
H 1.922 -0.514 0.980  0.21
H 0.806 0.310 -1.096  0.22
H -1.623 -0.389 -1.562  0.11
H 0.174 2.397 -0.629  0.40
H -0.887 2.819 0.675  0.41

=====

[8]
The following is a quantum chemistry calculation of C20H18BrN7O8PdS2 as an isolated structure in a non-equilibrium geometry, from OMol25.

- Kohn-Sham gap (eV) = 5.29
- ΔE to the lowest compared entry with this formula, charge and spin (kcal per mole) = 39.7
- total charge = 0
- largest force on an atom (eV Å⁻¹) = 2.199
- multiplicity = 1
- DFT total energy (Eh) = -5256.365618

Last column: natural (NBO) charge in e.
Positions of all 57 atoms, in Å:
Pd -0.424 0.159 -0.028  1.47
N 1.855 5.393 6.238  -0.80
C 1.333 5.063 5.007  0.19
C 2.090 4.322 4.091  -0.27
C 1.558 3.972 2.867  -0.17
C 0.262 4.350 2.542  -0.34
C -0.503 5.078 3.439  -0.15
C 0.030 5.437 4.662  -0.29
S -0.408 3.890 0.982  2.34
O -1.652 4.588 0.807  -0.95
O 0.617 4.061 -0.015  -0.98
N -0.681 2.290 1.054  -0.95
C -1.734 1.815 1.723  0.57
N -2.127 0.614 1.223  -0.47
C -3.080 -0.086 1.834  0.10
C -3.734 0.459 2.914  -0.35
C -3.324 1.725 3.328  0.13
N -2.341 2.400 2.764  -0.47
H 2.843 5.300 6.384  0.39
H 1.388 6.090 6.788  0.39
H 3.100 4.028 4.348  0.21
H 2.146 3.409 2.154  0.23
H -1.512 5.355 3.168  0.24
H -0.564 6.010 5.365  0.21
H -3.331 -1.046 1.404  0.26
H -4.539 -0.068 3.402  0.23
H -3.809 2.212 4.168  0.20
O -1.160 -0.988 -1.370  -0.76
S 0.174 -1.664 -1.870  2.53
O 0.152 -3.067 -1.624  -0.91
O 1.092 -0.938 -0.853  -0.86
O 0.441 -1.211 -3.201  -0.93
Br 2.553 1.663 -0.443  0.17
C 1.223 1.957 -1.714  0.20
C 1.526 2.694 -2.847  -0.24
C 0.530 2.945 -3.767  -0.11
C -0.748 2.456 -3.540  -0.24
C -0.974 1.711 -2.411  0.09
N 0.000 1.466 -1.519  -0.46
H 2.531 3.065 -2.976  0.25
H 0.749 3.525 -4.653  0.23
H -1.559 2.636 -4.229  0.24
H -1.941 1.283 -2.192  0.23
C 2.388 -2.412 3.188  -0.41
N 1.145 -2.499 2.436  -0.42
C 0.527 -3.706 2.217  0.07
C -0.624 -3.816 1.548  -0.35
C -1.281 -2.632 1.008  0.64
O -2.379 -2.658 0.486  -0.60
N -0.580 -1.438 1.229  -0.59
C 0.595 -1.353 1.907  0.77
O 1.137 -0.253 2.030  -0.66
H 2.202 -2.534 4.256  0.20
H 2.822 -1.435 3.010  0.25
H 3.078 -3.183 2.850  0.21
H 1.037 -4.566 2.630  0.22
H -1.097 -4.770 1.385  0.25